DFT (ωB97M-V/def2-TZVPD) results for 2 unconnected molecules or ions with the total composition C11H18 at a distorted geometry.

Geometry as XYZ:
```
29
Properties=species:S:1:pos:R:3:forces:R:3:nbo_charge:R:1
C -2.556 -1.995 -0.849 -2.6424 -0.0431 1.0888 -0.633
C -1.166 -1.689 -1.350 0.7093 -0.2107 -0.3393 -0.436
C -0.415 -1.308 -0.075 -0.2994 -2.6797 -2.5050 0.039
C -0.673 -0.125 0.608 1.0951 -3.2327 -0.6843 -0.260
C -0.273 -0.161 1.879 0.3726 1.4122 3.1048 -0.170
C 0.565 -1.112 2.439 -1.5474 -0.0139 -2.4023 -0.244
C 0.792 -2.248 1.709 1.3894 -0.1112 0.7630 -0.186
C 0.225 -2.452 0.473 0.3586 2.3327 1.0189 -0.239
H -2.753 -2.492 0.149 1.6889 -0.1475 -0.8101 0.223
H -3.007 -2.759 -1.540 -0.5760 1.4993 0.2901 0.217
H -3.126 -1.057 -0.471 0.3682 -1.1078 -1.9220 0.216
H -0.799 -2.644 -1.818 0.1654 0.8580 0.7280 0.204
H -1.102 -0.971 -2.216 -0.4882 -0.2402 1.1063 0.217
H -1.174 0.691 0.243 -1.3288 1.5546 -1.1588 0.220
H -0.668 0.606 2.521 0.3870 0.6368 0.3226 0.199
H 1.040 -0.924 3.324 0.8850 0.2411 2.3456 0.209
H 1.562 -2.884 2.111 -0.1255 -0.7870 0.0160 0.203
H 0.436 -3.413 0.048 -0.4321 0.0155 -0.9506 0.220
C 0.897 2.910 -2.427 1.3355 -1.9021 -0.0819 -0.619
C 0.893 2.694 -0.858 -2.5039 1.3594 -0.7573 -0.408
C 1.724 3.814 -0.302 -3.5405 2.0964 1.5966 -0.596
H 1.932 3.178 -2.727 -0.5207 0.1070 0.2090 0.197
H 0.728 2.017 -3.058 -0.2653 0.0616 0.6271 0.209
H 0.238 3.659 -2.847 -0.2546 0.3731 0.6053 0.214
H -0.193 2.785 -0.476 1.4907 0.0726 -0.6055 0.187
H 1.201 1.795 -0.350 0.4677 -0.9114 -1.0193 0.219
H 1.093 4.785 -0.224 1.0744 -1.2979 -0.5692 0.193
H 1.939 3.645 0.722 0.7110 -0.3181 1.0545 0.205
H 2.563 4.007 -0.865 2.0260 0.3829 -1.0709 0.200
```
Forces are in eV/Å.

Total charge   0
Maximum force   0.0858 Eh/bohr
E_tot   -11696.6052 eV
Kohn-Sham gap   9.756 eV
E_HOMO   -8.7 eV
SMILES   CCc1ccccc1.CCC

=====

DFT (ωB97M-V/def2-TZVPD) results for C6H6 in the gas phase at a distorted geometry.

Geometry as XYZ:
```
12
Properties=species:S:1:pos:R:3:forces:R:3:nbo_charge:R:1
C -1.037 -0.543 -0.616 -2.2171 0.3274 -1.2490 -0.200
C -0.070 -1.422 -0.176 -0.2799 1.9864 0.1169 -0.231
C 0.988 -0.836 0.428 1.6401 1.0883 0.9122 -0.187
C 1.071 0.535 0.725 -3.5109 -0.2683 -2.2344 -0.233
C 0.070 1.389 0.239 -1.2110 0.5012 -1.7493 -0.189
C -1.021 0.839 -0.568 3.2794 0.1766 2.7437 -0.223
H -1.925 -0.924 -1.073 -0.3793 -0.6168 -0.4216 0.201
H -0.131 -2.458 -0.291 -0.1877 -1.3450 -0.3412 0.219
H 1.859 -1.400 0.632 0.6682 -0.7744 0.5943 0.203
H 1.818 0.978 1.253 2.3745 0.7464 1.3986 0.209
H 0.117 2.525 0.289 0.1637 -1.6654 0.3692 0.211
H -1.746 1.503 -0.997 -0.3401 -0.1564 -0.1394 0.219
```
Forces are in eV/Å.

Total charge   0
Maximum force   0.0832 Eh/bohr
E_tot   -6318.5382 eV
Kohn-Sham gap   10.470 eV
E_HOMO   -9.3 eV
SMILES   c1ccccc1

=====

DFT (ωB97M-V/def2-TZVPD) results for C4H8O2 in the gas phase.

Geometry as XYZ:
```
14
Properties=species:S:1:pos:R:3:forces:R:3:nbo_charge:R:1
O 0.396 0.250 1.831 0.3239 0.0539 0.1003 -0.695
C 1.545 0.261 1.169 -0.3088 -0.1253 -0.2026 0.272
C 1.329 -0.168 -0.250 0.0912 0.0679 0.0801 -0.591
C -0.028 -0.500 -0.904 -0.0726 -0.0868 0.0206 -0.449
C -1.236 0.399 -0.597 0.1557 0.1479 -0.3845 -0.065
O -2.023 -0.067 0.477 0.0629 0.0189 0.2670 -0.726
H 0.582 0.534 2.739 -0.0503 -0.0661 -0.1249 0.509
H -0.914 1.442 -0.436 -0.0431 -0.1665 -0.0029 0.153
H 1.871 0.592 -0.832 -0.0682 -0.0265 0.0856 0.245
H 1.998 -1.040 -0.333 -0.0090 0.1179 -0.0098 0.257
H 0.147 -0.487 -1.987 -0.0286 -0.0194 0.1448 0.215
H -0.329 -1.525 -0.660 0.0347 0.1004 0.0046 0.217
H -1.905 0.400 -1.462 0.1101 0.0090 0.1002 0.182
H -1.434 -0.091 1.243 -0.1980 -0.0253 -0.0786 0.475
```
Forces are in eV/Å.

Total charge   0
Maximum force   0.0086 Eh/bohr
E_tot   -8369.8089 eV
Kohn-Sham gap   9.484 eV
E_HOMO   -8.8 eV

=====

DFT (ωB97M-V/def2-TZVPD) results for C15H16N4O2S in the gas phase at a distorted geometry.

Geometry as XYZ:
```
38
Properties=species:S:1:pos:R:3:forces:R:3:nbo_charge:R:1
C 2.141 -2.501 -2.842 0.0338 -0.1300 0.0671 -0.628
C 2.647 -2.967 -1.482 -0.2106 0.1895 -0.0429 -0.407
C 2.348 -2.009 -0.331 0.2575 0.2156 -0.1721 -0.400
S 3.037 -0.303 -0.665 0.0623 -0.2111 0.1070 0.253
C 1.564 0.645 -0.684 0.3450 0.0398 -0.1476 0.201
N 1.269 1.533 0.215 0.4828 0.0032 0.3246 -0.449
C 0.014 1.977 -0.110 -0.3650 -0.2457 -0.7135 0.061
C -0.812 2.887 0.540 -0.0146 -0.0629 -0.0815 -0.181
C -2.067 3.095 0.012 -0.0183 0.1513 0.1890 -0.240
C -2.503 2.427 -1.136 -0.0574 -0.1033 -0.1700 -0.215
C -1.700 1.522 -1.799 -0.0944 -0.0389 -0.1160 -0.260
C -0.438 1.303 -1.272 -0.0742 0.4616 0.4342 0.168
N 0.593 0.475 -1.632 -0.0319 0.1565 -0.0451 -0.565
C 0.870 -1.877 -0.001 0.2739 -0.2147 0.3803 0.689
O -0.012 -2.256 -0.738 -0.1494 -0.1719 -0.1276 -0.613
N 0.642 -1.272 1.198 0.1377 -0.0657 0.4403 -0.609
C -0.576 -0.757 1.601 -0.9412 0.4004 0.3086 0.305
C -1.836 -0.815 0.953 -0.2775 0.2477 0.3942 -0.386
C -2.645 -0.083 1.773 0.4503 -0.4586 -0.5216 0.351
C -4.076 0.293 1.683 0.1499 0.1196 0.0937 -0.665
O -1.932 0.359 2.820 -0.8373 0.1587 -0.1026 -0.269
N -0.651 -0.060 2.710 1.3083 -0.4238 -0.1006 -0.174
H 1.055 -2.442 -2.840 -0.0450 0.0116 -0.0623 0.222
H 2.567 -1.531 -3.092 0.0138 0.0523 -0.0945 0.209
H 2.442 -3.211 -3.608 0.0151 -0.0249 -0.1164 0.218
H 3.729 -3.105 -1.531 -0.0077 -0.0749 0.0601 0.212
H 2.189 -3.929 -1.237 0.0939 -0.0355 0.0356 0.222
H 2.887 -2.337 0.562 -0.1169 0.0058 -0.0208 0.241
H -0.473 3.390 1.431 0.0368 0.0655 0.1303 0.230
H -2.737 3.790 0.496 -0.0547 0.0677 0.0418 0.215
H -3.496 2.625 -1.514 -0.0788 0.0180 -0.0405 0.214
H -2.039 1.002 -2.682 -0.0804 -0.0364 -0.0973 0.217
H 0.596 -0.204 -2.377 0.0551 0.0102 0.1094 0.435
H 1.419 -0.959 1.766 0.0510 -0.0101 -0.2215 0.429
H -2.075 -1.316 0.041 -0.1111 -0.0697 -0.1638 0.260
H -4.186 1.169 1.045 -0.0464 0.0449 -0.0083 0.239
H -4.454 0.534 2.673 -0.1057 -0.0117 0.0419 0.237
H -4.652 -0.523 1.254 -0.0488 -0.0299 0.0082 0.233
```
Forces are in eV/Å.

Total charge   0
Maximum force   0.0268 Eh/bohr
E_tot   -36705.3417 eV
Kohn-Sham gap   9.144 eV
E_HOMO   -8.5 eV
SMILES   CC[C@@H](Sc1nc2ccccc2[nH]1)C(=O)Nc1cc(C)on1

=====

DFT (ωB97M-V/def2-TZVPD) results for 21 unconnected molecules or ions with the total composition H41O21 at a distorted geometry.

Geometry as XYZ:
```
62
Properties=species:S:1:pos:R:3:forces:R:3:nbo_charge:R:1
O -1.891 0.167 -3.620 3.3829 0.4040 -0.3438 -0.969
H -1.985 0.964 -4.133 -0.8509 0.0078 -0.0546 0.482
H -2.641 -0.234 -3.280 -2.7631 -0.4967 0.5770 0.489
O -2.545 0.936 0.207 -1.4713 1.9247 -0.6742 -0.961
H 0.082 1.616 2.524 -2.9585 -1.4451 1.6601 0.459
H -2.191 1.695 -0.310 -0.6660 -0.6750 0.4577 0.474
O -0.675 -1.781 1.890 1.8489 3.1912 -0.2408 -0.964
H -0.543 -0.781 1.790 0.8575 -1.4579 0.9686 0.452
H -1.319 -1.710 1.191 -0.0828 -1.9434 -0.7299 0.486
O 0.154 -1.517 5.017 -0.7975 1.8173 -0.0746 -0.983
H -0.168 -0.605 4.668 0.8709 -2.1758 0.2633 0.481
H -0.420 -2.845 4.110 0.0946 -0.4555 -0.0378 0.486
O -3.027 -1.466 1.573 -1.6836 -4.0912 -2.5818 -0.937
H -3.386 -1.214 2.355 -1.2222 1.7558 3.1940 0.473
H -2.541 -0.850 1.106 0.2487 2.5231 -0.9932 0.471
O 0.167 2.471 -2.672 0.0404 2.3827 -3.6924 -0.941
H -0.668 2.909 -2.935 0.5416 -0.4186 0.6288 0.493
H 0.055 1.978 -1.921 -0.9081 -2.6240 3.2820 0.502
O 0.183 0.810 0.137 0.6887 0.3068 -0.3560 -1.254
H -1.317 0.754 4.710 -0.7048 0.0185 -0.6016 0.481
H -1.753 0.490 0.441 1.4438 -0.7731 -0.1732 0.470
O -0.464 0.889 4.276 0.3411 1.1938 3.2932 -0.907
H 1.059 -1.331 5.246 0.6096 -0.1948 0.0862 0.466
H -0.001 1.217 5.134 -0.3960 -0.3809 -2.4607 0.491
O -4.635 -1.910 -1.982 2.0992 -1.6314 0.1403 -0.950
H -4.221 -1.706 -1.124 -0.5034 0.4447 -0.0259 0.484
H -4.002 -2.662 -2.214 -1.4280 1.2690 -0.0460 0.467
O -0.827 -3.623 3.685 -0.9908 0.1925 -0.1464 -0.993
H -0.481 1.453 0.388 0.3024 0.3033 -0.1662 0.431
H -1.431 -3.162 3.059 0.7754 -0.7424 0.4327 0.477
O 1.999 -1.024 0.226 5.5391 -3.1623 3.5950 -0.964
H -0.052 -0.650 -0.426 -3.3248 -0.7549 -0.4700 0.512
H 1.773 -0.846 -0.598 -2.1799 1.7509 -5.5463 0.476
O 4.878 -0.634 0.336 -1.6257 -0.2946 -0.2992 -0.949
H 3.966 -0.310 0.530 0.7948 0.3569 0.2306 0.493
H 4.534 -1.433 -0.097 0.8442 -0.0866 0.1117 0.449
O 2.444 -2.980 -2.076 -3.0125 -1.3558 -1.5523 -0.992
H 3.039 -2.678 -1.429 0.4161 0.2771 1.8285 0.472
H 1.536 -3.267 -1.701 2.5402 0.7957 -0.1905 0.525
O -1.285 5.039 -1.403 3.1630 0.9028 -1.8528 -0.955
H -0.263 5.112 -1.482 -2.0106 0.5597 -0.9513 0.478
H -1.154 4.589 -0.605 -1.1832 -1.4805 2.7764 0.469
O 1.724 4.129 -1.316 -0.0131 -1.4035 -1.4268 -1.027
H 1.008 3.485 -1.723 2.1126 1.4155 0.4957 0.492
H 2.571 3.890 -1.809 -1.8494 0.4419 1.0031 0.478
O -0.949 -1.188 -0.713 2.6934 -0.8134 1.4107 -1.046
H -1.168 -0.678 -1.461 -0.6792 0.9223 -1.6131 0.474
O -0.506 3.962 1.412 -1.0703 -1.9996 1.8285 -1.010
H 0.111 4.271 0.803 1.9411 1.0492 -1.5267 0.456
H 0.010 3.146 1.783 -0.5360 1.4631 -0.6817 0.490
O 2.603 -0.473 -3.383 0.4939 -0.0603 0.1921 -0.949
H 2.491 -1.421 -3.419 -0.9621 -0.9378 -0.1149 0.483
H 3.385 -0.542 -2.847 0.9300 0.9335 0.5628 0.460
O 0.707 -4.342 0.456 1.0737 -2.5269 -0.0161 -0.970
H 0.704 -3.426 0.671 0.0724 1.2294 0.8944 0.495
H 1.331 -4.846 1.056 -1.2671 1.4668 -0.9410 0.476
O 0.759 0.006 -5.127 0.1269 -1.3628 -2.9609 -0.978
H 1.430 -0.700 -5.019 -0.8996 1.5072 0.6709 0.485
H 0.526 0.502 -4.371 0.3746 0.1240 1.7214 0.491
O 0.884 1.862 2.189 3.9189 1.2664 -0.5492 -0.984
H 0.991 1.307 1.350 -0.5454 0.4698 -0.0881 0.514
H 1.407 -0.812 0.878 -2.5945 1.0775 1.8746 0.497
```
Forces are in eV/Å.

Total charge   -1
Maximum force   0.1424 Eh/bohr
E_tot   -43661.5852 eV
Kohn-Sham gap   8.557 eV
E_HOMO   -6.8 eV

=====

DFT (ωB97M-V/def2-TZVPD) results for 2 unconnected molecules or ions with the total composition C4H8N2O2 at a distorted geometry.

Geometry as XYZ:
```
16
Properties=species:S:1:pos:R:3:forces:R:3:nbo_charge:R:1
O 1.991 1.574 0.727 -3.2484 -3.4704 -2.9349 -0.426
C 1.222 1.037 -0.098 4.8931 4.4226 0.9824 0.633
N 0.600 1.735 -1.174 -1.3302 -2.2312 4.0429 -0.341
C -0.581 1.393 -0.525 0.2675 1.7181 -4.1905 0.025
O -2.876 -0.010 -0.003 3.0766 0.5381 0.2970 -1.164
C 1.019 -0.739 -0.222 2.2085 -2.8864 -3.3671 -0.116
C 0.001 -0.804 0.975 0.5011 1.5484 2.2651 -0.629
N 2.275 -1.360 -0.173 -3.5727 2.6192 2.5319 -0.337
H -1.145 0.493 -0.837 -0.3664 -0.9941 1.7608 0.303
H -1.198 2.226 -0.276 -0.6470 0.5776 0.3601 0.220
H 0.510 -0.878 -1.228 0.2938 0.0497 1.2639 0.214
H 0.231 0.005 1.745 -0.4666 -1.0787 -0.9522 0.239
H -1.093 -0.813 0.769 0.6208 0.1821 -0.7505 0.344
H 0.305 -1.699 1.451 0.0873 -1.0377 0.5667 0.246
H -3.757 -0.090 -0.278 -1.9369 -0.2889 -0.6377 0.431
H 2.496 -2.070 -0.854 -0.3805 0.3316 -1.2379 0.359
```
Forces are in eV/Å.

Total charge   0
Maximum force   0.1297 Eh/bohr
E_tot   -11341.6174 eV
Kohn-Sham gap   3.936 eV
E_HOMO   -8.0 eV

=====

DFT (ωB97M-V/def2-TZVPD) results for 2 unconnected molecules or ions with the total composition C5H6O2.

Geometry as XYZ:
```
13
Properties=species:S:1:pos:R:3:forces:R:3:nbo_charge:R:1
C 0.185 2.009 -0.286 -0.1231 -0.1143 0.0752 -0.497
C -0.344 0.937 0.243 0.0335 -0.0076 -0.0279 0.074
C -0.843 -0.150 0.768 0.0384 0.1783 -0.0142 -0.272
C -1.540 -1.239 -0.003 -0.0354 -0.0484 -0.1151 -0.627
H 1.219 2.028 -0.606 -0.0429 -0.0355 -0.0277 0.224
H -0.387 2.919 -0.426 -0.0477 -0.0479 0.0825 0.220
H -0.744 -0.292 1.843 -0.0266 0.0754 -0.0845 0.223
H -1.563 -1.012 -1.071 0.0136 -0.0249 0.1146 0.218
H -2.574 -1.363 0.341 0.1601 0.0380 -0.0142 0.218
H -1.032 -2.198 0.139 -0.0397 0.1134 -0.0102 0.219
O 2.114 -1.422 0.389 0.3104 0.5530 -0.4861 -0.512
C 2.514 -0.585 -0.315 0.0571 -0.2202 0.0665 1.034
O 2.938 0.235 -1.026 -0.2978 -0.4591 0.4411 -0.521
```
Forces are in eV/Å.

Total charge   0
Maximum force   0.0155 Eh/bohr
E_tot   -9376.2801 eV
Kohn-Sham gap   10.153 eV
E_HOMO   -9.5 eV
SMILES   C=C=CC.O=C=O

=====

DFT (ωB97M-V/def2-TZVPD) results for a gas-phase ion, C7H15N (charge -1) at a distorted geometry.

Geometry as XYZ:
```
23
Properties=species:S:1:pos:R:3:forces:R:3:mulliken_spin:R:1
C 0.742 -1.552 0.209 -0.3466 -1.3734 -1.3010 0.526
N -0.351 -0.594 0.079 0.1143 1.6998 1.8752 -0.687
C -0.011 0.708 -0.597 -4.9445 -0.8738 0.7795 1.389
C -1.311 1.093 -1.656 4.4762 1.6219 1.0296 0.248
C -2.738 1.015 -1.248 -0.0623 0.4933 0.4823 -0.475
C -3.346 1.784 -0.336 7.5665 1.2146 -0.9476 0.512
C 2.191 -1.116 0.460 0.7418 1.5695 -2.0097 -0.086
C 2.458 -1.090 1.933 0.0861 1.4460 1.3439 1.606
H 0.422 -2.146 1.078 0.3660 -0.3821 -0.3931 -0.017
H 0.741 -2.230 -0.722 -0.1180 0.8039 1.1488 -0.112
H -0.803 -0.430 1.086 1.4534 -0.0204 -2.8546 -0.216
H 0.888 0.757 -1.112 1.4363 -0.7560 -1.5849 0.057
H 0.163 1.527 0.103 -0.6501 0.1681 0.4218 0.189
H -0.801 2.110 -1.934 -1.8722 -0.9319 0.2854 -0.143
H -1.130 0.517 -2.545 -0.0099 -0.5862 -0.2779 0.029
H -3.257 0.258 -1.818 -0.4438 -0.0544 0.0902 -0.048
H -2.655 2.542 0.200 -1.0686 -1.2272 -0.8466 -0.180
H -4.264 1.874 -0.053 -5.6987 -0.1952 1.3335 -0.073
H 2.947 -1.768 -0.086 -1.0224 0.1527 0.8298 -0.267
H 2.460 -0.110 -0.100 -0.8794 -1.5928 1.4214 -0.217
H 2.677 -2.085 2.290 -0.1196 -0.3635 0.3014 0.077
H 3.308 -0.458 2.168 0.5862 -0.0197 0.0443 -0.833
H 1.672 -0.608 2.602 0.4091 -0.7933 -1.1717 -0.280
```
Forces are in eV/Å.

Total charge   -1
Spin multiplicity   2
Maximum force   0.1502 Eh/bohr
E_tot   -8987.8151 eV
⟨S²⟩   0.7506
Kohn-Sham gap (spin up / spin down)   2.630 / 8.829 eV
E_HOMO (spin up / spin down)   1.4 / -4.9 eV